# 1
One molecule with the formula C21H26ClN3O3. Source: the OMol25 dataset; level of theory: ωB97M-V/def2-TZVPD.

Results
- E_tot (hartree) = -1666.0066

Last column: Löwdin charge in e.
Positions of all 54 atoms, in Å:
C1 6.63 -2.18 1.00  0.00
C2 5.72 -1.78 -0.14  -0.52
O1 6.08 -1.11 -1.08  0.07
N1 4.45 -2.26 0.03  0.11
C3 3.33 -2.12 -0.81  -0.23
C4 3.37 -1.43 -2.01  0.00
C5 2.23 -1.34 -2.78  0.01
C6 1.03 -1.93 -2.38  -0.27
O2 -0.01 -1.78 -3.25  -0.05
C7 -1.31 -2.17 -2.85  -0.15
C8 -1.92 -1.22 -1.81  -0.35
O3 -3.17 -1.71 -1.37  -0.02
C9 -2.00 0.21 -2.40  -0.13
N2 -2.05 1.30 -1.45  -0.16
C10 -3.20 1.29 -0.57  -0.16
C11 -3.26 2.63 0.16  -0.14
N3 -2.05 2.88 0.91  -0.10
C12 -1.93 2.46 2.23  -0.22
C13 -0.82 2.86 2.99  -0.03
C14 -0.71 2.52 4.32  -0.09
C15 -1.69 1.78 4.96  -0.13
C16 -2.79 1.40 4.21  -0.67
Cl1 -4.05 0.47 4.96  0.66
C17 -2.92 1.72 2.87  -0.06
C18 -0.91 2.85 0.03  -0.14
C19 -0.83 1.50 -0.70  -0.16
C20 1.00 -2.62 -1.18  -0.02
C21 2.14 -2.71 -0.40  -0.02
H1 7.62 -1.76 0.82  0.08
H2 6.71 -3.26 1.07  0.08
H3 6.25 -1.79 1.95  0.08
H4 4.28 -2.80 0.86  0.14
H5 4.29 -0.97 -2.34  0.10
H6 2.25 -0.80 -3.72  0.12
H7 -1.32 -3.20 -2.47  0.13
H8 -1.90 -2.14 -3.77  0.14
H9 -1.29 -1.21 -0.92  0.13
H10 -3.79 -1.68 -2.10  0.10
H11 -2.89 0.28 -3.03  0.13
H12 -1.12 0.36 -3.03  0.13
H13 -3.15 0.46 0.16  0.12
H14 -4.10 1.16 -1.17  0.13
H15 -3.33 3.43 -0.59  0.13
H16 -4.13 2.70 0.81  0.12
H17 -0.04 3.46 2.54  0.10
H18 0.16 2.84 4.88  0.10
H19 -1.61 1.52 6.00  0.10
H20 -3.79 1.37 2.35  0.09
H21 -1.03 3.65 -0.72  0.13
H22 0.02 3.03 0.57  0.11
H23 -0.67 0.72 0.06  0.13
H24 0.02 1.50 -1.38  0.13
H25 0.10 -3.10 -0.83  0.11
H26 2.10 -3.26 0.53  0.11


# 2
One molecule with the formula C21H26ClN3O3. Source: the OMol25 dataset; level of theory: ωB97M-V/def2-TZVPD.

Results
- E_tot (hartree) = -1666.0075

Last column: Löwdin charge in e.
Positions of all 54 atoms, in Å:
C1 2.96 4.19 3.87  0.00
C2 2.66 2.70 3.81  -0.52
O1 2.17 2.09 4.73  0.07
N1 3.01 2.15 2.61  0.11
C3 2.90 0.83 2.18  -0.23
C4 2.47 -0.21 3.01  0.00
C5 2.36 -1.49 2.51  0.00
C6 2.69 -1.78 1.18  -0.29
O2 2.58 -3.09 0.80  -0.05
C7 2.19 -3.40 -0.52  -0.13
C8 0.69 -3.74 -0.55  -0.34
O3 0.42 -4.83 0.29  -0.01
C9 -0.17 -2.53 -0.14  -0.13
N2 0.17 -1.34 -0.91  -0.16
C10 -0.12 -0.09 -0.24  -0.16
C11 -1.61 0.27 -0.24  -0.15
N3 -2.05 0.34 -1.62  -0.12
C12 -3.17 1.10 -1.93  -0.25
C13 -4.13 1.46 -0.98  -0.02
C14 -5.21 2.26 -1.30  -0.09
C15 -5.37 2.73 -2.59  -0.10
C16 -4.43 2.41 -3.56  -0.12
C17 -3.34 1.62 -3.22  -0.57
Cl1 -2.15 1.35 -4.45  0.71
C18 -1.87 -0.94 -2.28  -0.17
C19 -0.38 -1.31 -2.25  -0.15
C20 3.15 -0.75 0.37  -0.02
C21 3.25 0.54 0.87  -0.03
H1 2.40 4.71 3.10  0.08
H2 4.02 4.37 3.73  0.08
H3 2.66 4.57 4.84  0.08
H4 3.40 2.78 1.92  0.14
H5 2.21 0.00 4.03  0.10
H6 2.03 -2.29 3.15  0.12
H7 2.38 -2.58 -1.22  0.11
H8 2.76 -4.28 -0.82  0.14
H9 0.42 -4.07 -1.56  0.14
H10 0.88 -4.67 1.12  0.10
H11 -1.23 -2.82 -0.23  0.12
H12 0.03 -2.32 0.91  0.13
H13 0.25 -0.13 0.79  0.11
H14 0.42 0.69 -0.77  0.13
H15 -1.74 1.25 0.23  0.13
H16 -2.18 -0.48 0.34  0.13
H17 -4.03 1.09 0.03  0.11
H18 -5.93 2.51 -0.54  0.10
H19 -6.22 3.35 -2.85  0.10
H20 -4.52 2.78 -4.56  0.10
H21 -2.21 -0.88 -3.31  0.08
H22 -2.45 -1.72 -1.77  0.13
H23 -0.23 -2.27 -2.73  0.12
H24 0.18 -0.55 -2.81  0.12
H25 3.43 -0.94 -0.65  0.11
H26 3.61 1.32 0.22  0.11


# 3
C21H26ClNOP2Tm as an isolated structure at a distorted geometry. Source: the OMol25 dataset; level of theory: ωB97M-V/def2-TZVPD.

Results
- E_tot (hartree) = -3173.5530
- total charge = +1
- ⟨S²⟩ = 2.003
- 2S+1 = 3

Last column: Löwdin charge in e.
Positions of all 53 atoms, in Å:
C1 4.10 -1.09 -0.08  -0.05
C2 2.97 -0.47 0.47  -0.23
C3 2.36 0.58 -0.30  -0.22
C4 2.41 0.39 -1.72  -0.21
C5 3.48 -0.32 -2.28  -0.04
C6 4.39 -0.95 -1.44  -0.08
C7 1.23 0.79 -2.46  -0.07
C8 0.65 2.01 -1.93  -0.20
C9 0.67 2.15 -0.50  -0.21
C10 -0.50 2.77 0.06  -0.23
C11 -1.13 3.76 -0.70  -0.04
C12 -0.87 3.87 -2.08  -0.08
C13 -0.08 2.92 -2.71  -0.05
H1 4.71 -1.72 0.57  0.12
H2 3.56 -0.37 -3.37  0.12
H3 5.28 -1.44 -1.84  0.10
H4 1.33 0.76 -3.55  0.13
H5 -1.87 4.40 -0.23  0.12
H6 -1.36 4.65 -2.66  0.11
H7 -0.02 2.83 -3.80  0.12
N1 1.63 1.57 0.28  0.18
Tm1 -1.17 -1.37 -1.10  0.85
C14 2.22 -1.04 1.66  -0.26
H8 1.93 -0.25 2.38  0.09
H9 2.87 -1.79 2.15  0.10
C15 -1.12 2.21 1.30  -0.25
H10 -0.39 2.10 2.12  0.09
H11 -1.95 2.85 1.62  0.09
P1 0.64 -1.97 1.16  0.81
P2 -1.90 0.49 1.01  0.83
C16 -3.63 1.02 0.71  -0.27
H12 -4.29 0.15 0.71  0.05
H13 -3.95 1.71 1.50  0.06
H14 -3.70 1.52 -0.27  0.04
C17 -2.10 0.07 2.79  -0.27
H15 -2.86 0.74 3.24  0.06
H16 -2.44 -0.96 2.90  0.03
H17 -1.15 0.21 3.32  0.04
C18 1.38 -3.55 0.58  -0.27
H18 2.09 -3.93 1.34  0.06
H19 0.58 -4.29 0.43  0.04
H20 1.91 -3.39 -0.37  0.05
C19 0.13 -2.53 2.83  -0.26
H21 -0.82 -3.07 2.77  0.03
H22 0.90 -3.20 3.25  0.06
H23 0.01 -1.67 3.50  0.04
C20 -2.36 -2.58 0.49  -0.11
O1 -3.03 -3.17 1.23  0.15
H24 0.16 -0.32 -2.18  0.01
Cl1 -2.59 -1.71 -3.26  0.51
C21 -2.57 -0.14 -2.40  -0.71
H25 -3.59 0.13 -2.10  0.00
H26 -2.13 0.61 -3.07  0.00


# 4
One molecule with the formula C21H26N2O3. Source: the OMol25 dataset; level of theory: ωB97M-V/def2-TZVPD.

Results
- E_tot (hartree) = -1151.0704

Last column: Löwdin charge in e.
Positions of all 52 atoms, in Å:
O1 -2.78 -2.04 1.21  0.04
C1 -1.81 -1.32 1.05  -0.45
C2 -0.84 -1.04 2.18  -0.06
C3 0.51 -1.73 2.00  -0.18
N1 1.40 -0.96 1.15  -0.18
C4 2.78 -1.43 1.23  -0.16
C5 3.73 -0.44 0.61  -0.24
C6 3.61 0.91 0.92  -0.03
C7 4.47 1.84 0.38  -0.01
C8 5.49 1.43 -0.48  -0.33
O2 6.32 2.37 -1.00  0.05
C9 5.61 0.08 -0.79  -0.03
C10 4.74 -0.84 -0.25  -0.04
C11 0.95 -0.91 -0.23  -0.14
C12 -0.30 -0.02 -0.38  -0.11
N2 -1.53 -0.73 -0.14  -0.02
C13 -2.44 -0.99 -1.24  -0.27
C14 -1.81 -1.98 -2.24  -0.21
O3 -1.30 -3.12 -1.59  -0.05
C15 -2.92 0.30 -1.92  -0.10
C16 -3.36 1.30 -0.88  -0.23
C17 -4.48 1.05 -0.10  -0.04
C18 -4.86 1.94 0.89  -0.08
C19 -4.12 3.09 1.11  -0.09
C20 -3.01 3.35 0.33  -0.08
C21 -2.63 2.46 -0.66  -0.05
H1 -0.69 0.03 2.30  0.12
H2 -1.31 -1.43 3.09  0.12
H3 0.99 -1.82 2.98  0.12
H4 0.35 -2.75 1.61  0.14
H5 2.90 -2.42 0.75  0.13
H6 3.03 -1.55 2.29  0.13
H7 2.82 1.23 1.58  0.12
H8 4.38 2.89 0.60  0.12
H9 6.98 1.95 -1.56  0.10
H10 6.40 -0.25 -1.46  0.11
H11 4.85 -1.89 -0.50  0.11
H12 1.75 -0.47 -0.82  0.12
H13 0.72 -1.91 -0.63  0.13
H14 -0.33 0.36 -1.40  0.12
H15 -0.21 0.83 0.30  0.13
H16 -3.30 -1.49 -0.78  0.14
H17 -0.96 -1.53 -2.76  0.12
H18 -2.57 -2.26 -2.99  0.13
H19 -1.96 -3.43 -0.95  0.09
H20 -2.13 0.72 -2.55  0.11
H21 -3.76 0.04 -2.57  0.13
H22 -5.06 0.15 -0.27  0.12
H23 -5.73 1.73 1.49  0.10
H24 -4.41 3.78 1.88  0.10
H25 -2.43 4.25 0.49  0.10
H26 -1.76 2.67 -1.27  0.11


# 5
One molecule with the formula C21H26N2O4S at a distorted geometry. Source: the OMol25 dataset; level of theory: ωB97M-V/def2-TZVPD.

Results
- E_tot (hartree) = -1624.4795

Last column: Löwdin charge in e.
Positions of all 54 atoms, in Å:
C1 -8.06 -1.66 0.58  -0.05
C2 -6.84 -1.01 0.01  -0.28
C3 -5.70 -1.75 -0.28  -0.04
C4 -4.57 -1.13 -0.79  -0.03
C5 -4.55 0.24 -1.02  -0.22
C6 -3.31 0.89 -1.57  -0.17
O1 -2.12 0.45 -0.94  -0.16
C7 -2.02 0.87 0.41  -0.18
C8 -0.71 0.36 1.00  -0.11
N1 0.44 1.10 0.55  -0.05
C9 0.88 0.89 -0.81  -0.11
C10 2.23 0.16 -0.89  -0.17
N2 3.33 1.08 -0.70  -0.24
S1 4.77 0.62 -1.41  0.67
O2 5.68 1.71 -1.28  -0.28
O3 4.45 0.13 -2.72  -0.28
C11 5.34 -0.75 -0.40  -0.27
C12 6.14 -0.49 0.70  -0.06
C13 6.52 -1.53 1.52  -0.06
C14 6.09 -2.82 1.25  -0.07
C15 5.29 -3.07 0.14  -0.07
C16 4.91 -2.03 -0.69  -0.06
C17 3.45 1.69 0.60  -0.19
C18 2.30 2.65 0.90  -0.06
C19 1.06 1.93 1.42  -0.46
O4 0.67 2.08 2.56  0.05
C20 -5.68 0.98 -0.72  -0.03
C21 -6.82 0.36 -0.22  -0.04
H1 -8.06 -2.73 0.38  0.07
H2 -8.97 -1.23 0.15  0.08
H3 -8.10 -1.51 1.65  0.08
H4 -5.70 -2.81 -0.11  0.11
H5 -3.69 -1.72 -1.02  0.12
H6 -3.39 1.98 -1.51  0.13
H7 -3.18 0.61 -2.63  0.14
H8 -2.05 1.97 0.46  0.14
H9 -2.87 0.48 0.99  0.13
H10 -0.75 0.47 2.09  0.12
H11 -0.60 -0.70 0.74  0.14
H12 0.11 0.30 -1.31  0.12
H13 0.97 1.84 -1.35  0.14
H14 2.36 -0.26 -1.88  0.12
H15 2.25 -0.64 -0.14  0.14
H16 6.47 0.52 0.88  0.11
H17 7.15 -1.34 2.38  0.11
H18 6.39 -3.64 1.89  0.11
H19 4.97 -4.08 -0.08  0.11
H20 4.31 -2.19 -1.56  0.11
H21 4.39 2.25 0.56  0.11
H22 3.52 0.93 1.39  0.14
H23 2.07 3.23 0.01  0.13
H24 2.61 3.33 1.70  0.13
H25 -5.68 2.05 -0.88  0.11
H26 -7.69 0.96 0.01  0.11


# 6
A 2-piece molecular cluster, C21H26N2O5S overall at a distorted geometry. Source: the OMol25 dataset; level of theory: ωB97M-V/def2-TZVPD.

Results
- E_tot (hartree) = -1699.7083

Last column: Löwdin charge in e.
Positions of all 55 atoms, in Å:
C1 0.02 3.64 5.67  -0.06
O1 0.78 2.53 5.13  -0.09
C2 0.76 2.32 3.78  -0.25
C3 1.48 1.19 3.30  0.00
C4 1.42 0.86 1.97  -0.01
C5 0.63 1.62 1.07  -0.19
C6 0.50 1.19 -0.30  0.05
C7 -0.57 1.47 -1.11  -0.07
C8 -0.48 1.08 -2.54  -0.41
O2 0.43 0.43 -3.01  0.11
O3 -1.54 1.43 -3.34  0.07
C9 -2.52 2.34 -2.79  -0.52
C10 -1.99 3.76 -2.68  0.02
C11 -3.73 2.26 -3.72  0.02
O4 -2.95 1.84 -1.50  0.08
C12 -1.97 1.48 -0.61  -0.42
O5 -2.30 1.08 0.49  0.11
C13 -0.02 2.78 1.54  -0.01
C14 0.07 3.16 2.87  -0.01
H1 0.14 3.54 6.75  0.09
H2 0.44 4.60 5.33  0.09
H3 -1.04 3.57 5.40  0.10
H4 2.05 0.61 4.02  0.12
H5 1.95 -0.01 1.59  0.10
H6 1.30 0.62 -0.74  0.08
H7 -1.11 3.81 -2.03  0.09
H8 -1.73 4.12 -3.68  0.10
H9 -2.78 4.40 -2.27  0.10
H10 -4.07 1.22 -3.80  0.10
H11 -4.55 2.87 -3.33  0.09
H12 -3.46 2.62 -4.71  0.09
H13 -0.59 3.39 0.84  0.12
H14 -0.41 4.08 3.20  0.11
C15 -1.25 -3.25 0.01  -0.17
C16 -1.01 -1.85 -0.51  -0.22
N1 0.38 -1.45 -0.48  0.01
C17 1.29 -2.37 -0.58  -0.62
S1 2.88 -1.69 -0.79  1.01
C18 3.99 -3.10 -0.68  -0.49
C19 3.41 -4.37 -0.12  -0.23
C20 2.09 -4.72 -0.76  -0.18
N2 1.07 -3.71 -0.51  -0.10
C21 -0.29 -4.21 -0.64  -0.16
H15 -1.12 -3.24 1.10  0.12
H16 -2.28 -3.54 -0.22  0.12
H17 -1.39 -1.78 -1.55  0.13
H18 -1.56 -1.11 0.07  0.10
H19 4.82 -2.74 -0.06  0.07
H20 4.34 -3.25 -1.71  0.07
H21 3.30 -4.29 0.97  0.12
H22 4.11 -5.19 -0.31  0.12
H23 1.71 -5.65 -0.32  0.12
H24 2.22 -4.88 -1.84  0.14
H25 -0.32 -5.18 -0.15  0.12
H26 -0.55 -4.34 -1.70  0.14


# 7
A 6-piece molecular cluster, C21H26N5O3 overall at a distorted geometry. Source: the OMol25 dataset; level of theory: ωB97M-V/def2-TZVPD.

Results
- E_tot (hartree) = -1315.2010
- total charge = -2
- ⟨S²⟩ = 0.750
- 2S+1 = 2

Last column: Löwdin charge in e.
Positions of all 55 atoms, in Å:
O1 0.61 -0.69 -1.31  0.03
C1 1.00 -1.06 -0.10  -0.94
O2 1.42 -2.19 0.15  -0.04
O3 1.08 -0.20 0.79  -0.05
H1 0.33 0.18 -1.01  0.08
N1 2.06 -2.70 -2.97  0.02
C2 1.74 -2.93 -4.22  -0.19
C3 2.62 -3.88 -4.72  -0.16
C4 3.65 -4.11 -3.77  -0.12
C5 3.21 -3.37 -2.61  -0.10
H2 1.55 -2.10 -2.33  0.10
H3 0.82 -2.51 -4.58  0.10
H4 2.58 -4.29 -5.72  0.07
H5 4.48 -4.81 -3.82  0.06
H6 3.60 -3.21 -1.62  0.10
N2 -3.59 -1.43 -0.55  0.02
C6 -2.99 -0.24 -1.00  -0.14
C7 -3.61 0.83 -0.37  -0.16
C8 -4.58 0.32 0.48  -0.23
C9 -4.55 -1.02 0.39  -0.21
H7 -3.23 -2.37 -0.64  0.12
H8 -2.16 -0.38 -1.68  0.08
H9 -3.35 1.87 -0.53  0.07
H10 -5.20 0.99 1.06  0.05
H11 -5.01 -1.86 0.90  0.07
N3 -1.21 -2.31 4.12  -0.02
C10 -0.77 -3.57 3.95  -0.23
C11 -0.63 -3.83 2.63  -0.14
C12 -1.09 -2.72 1.97  -0.11
C13 -1.45 -1.76 2.94  -0.15
H12 -1.45 -1.84 4.98  0.11
H13 -0.53 -4.21 4.78  0.08
H14 -0.35 -4.80 2.26  0.09
H15 -1.17 -2.51 0.91  0.08
H16 -1.94 -0.80 2.89  0.10
N4 0.10 3.62 1.24  0.01
C14 -0.16 4.80 1.86  -0.17
C15 -1.55 4.76 2.12  -0.23
C16 -2.05 3.58 1.58  -0.21
C17 -1.02 2.87 1.01  -0.12
H17 1.03 3.34 0.94  0.10
H18 0.62 5.48 2.18  0.08
H19 -2.18 5.54 2.54  0.05
H20 -3.09 3.28 1.57  0.06
H21 -0.99 1.84 0.69  0.09
N5 3.24 2.02 -0.50  0.03
C18 2.37 2.23 -1.50  -0.15
C19 2.14 3.60 -1.58  -0.15
C20 2.72 4.19 -0.46  -0.18
C21 3.41 3.18 0.21  -0.16
H22 3.45 1.09 -0.18  0.15
H23 1.93 1.42 -2.07  0.10
H24 1.60 4.24 -2.27  0.08
H25 2.51 5.20 -0.13  0.08
H26 4.00 3.25 1.11  0.09


# 8
One molecule with the formula C21H26N6O3 at a distorted geometry. Source: the OMol25 dataset; level of theory: ωB97M-V/def2-TZVPD.

Results
- E_tot (hartree) = -1370.0878

Last column: Löwdin charge in e.
Positions of all 56 atoms, in Å:
C1 -8.70 -2.83 -0.08  -0.09
O1 -8.32 -1.49 -0.29  -0.08
C2 -7.01 -1.15 -0.15  -0.27
C3 -5.99 -2.04 0.18  -0.02
C4 -4.69 -1.58 0.29  -0.02
C5 -4.37 -0.24 0.07  -0.18
C6 -3.01 0.24 0.18  -0.21
C7 -1.84 -0.48 0.51  0.08
C8 -0.82 0.45 0.48  -0.08
C9 0.60 0.40 0.70  -0.36
O2 1.24 -0.61 0.97  0.05
N1 1.22 1.63 0.57  -0.04
C10 2.64 1.76 0.80  -0.02
C11 3.50 1.35 -0.42  -0.49
O3 4.20 2.14 -1.01  0.06
N2 3.38 0.05 -0.72  0.06
C12 4.12 -0.60 -1.77  -0.15
C13 4.85 -1.85 -1.28  -0.19
N3 6.09 -1.54 -0.61  -0.18
C14 5.94 -0.84 0.66  -0.18
C15 7.19 -1.22 1.49  -0.16
C16 8.01 -2.11 0.56  -0.18
C17 6.94 -2.68 -0.37  -0.21
N4 0.59 2.77 0.25  0.17
C18 -0.67 2.80 0.03  -0.29
C19 -1.37 4.06 -0.33  -0.01
N5 -1.41 1.65 0.14  -0.02
N6 -2.72 1.53 -0.04  0.17
C20 -5.40 0.64 -0.27  -0.02
C21 -6.70 0.19 -0.37  0.01
H1 -8.21 -3.50 -0.79  0.10
H2 -9.78 -2.86 -0.24  0.09
H3 -8.48 -3.15 0.94  0.10
H4 -6.19 -3.08 0.36  0.10
H5 -3.91 -2.29 0.55  0.11
H6 -1.74 -1.52 0.74  0.11
H7 2.91 1.14 1.65  0.13
H8 2.84 2.81 1.01  0.13
H9 2.78 -0.54 -0.14  0.10
H10 3.43 -0.88 -2.58  0.12
H11 4.84 0.13 -2.15  0.13
H12 5.10 -2.46 -2.15  0.12
H13 4.16 -2.44 -0.64  0.13
H14 5.89 0.23 0.48  0.11
H15 5.03 -1.15 1.19  0.12
H16 6.90 -1.77 2.39  0.10
H17 7.75 -0.34 1.80  0.10
H18 8.70 -1.51 -0.03  0.11
H19 8.56 -2.88 1.09  0.10
H20 7.35 -3.05 -1.31  0.12
H21 6.40 -3.51 0.13  0.12
H22 -1.87 3.94 -1.29  0.09
H23 -0.65 4.87 -0.38  0.08
H24 -2.13 4.28 0.41  0.08
H25 -5.16 1.67 -0.44  0.11
H26 -7.50 0.87 -0.63  0.12